No. 1
{
  "formula": "C9H19ClNO3V",
  "method": "ωB97M-V with the def2-TZVPD basis set",
  "total_charge": 0,
  "energy_ev": -55477.5978,
  "molar_mass_g_mol": 275.7,
  "orbital_gap_ev": 3.6,
  "relative_energy_kj_mol": 484.8,
  "elements": ["O", "V", "O", "Cl", "C", "C", "C", "C", "C", "C", "N", "O", "C", "C", "C", "H", "H", "H", "H", "H", "H", "H", "H", "H", "H", "H", "H", "H", "H", "H", "H", "H", "H", "H"],
  "positions_angstrom": [[20.82, -12.40, -13.96], [20.30, -13.87, -14.00], [20.26, -14.40, -15.46], [17.67, -16.09, -12.33], [13.79, -22.59, -12.44], [14.32, -22.31, -13.84], [13.71, -23.47, -14.74], [13.91, -23.25, -16.27], [13.21, -21.85, -16.68], [13.62, -20.61, -15.81], [13.82, -21.00, -14.34], [14.09, -19.95, -13.54], [14.91, -20.09, -16.43], [12.51, -19.62, -15.97], [15.92, -22.36, -13.79], [14.29, -23.44, -11.97], [14.07, -21.87, -11.67], [12.70, -22.58, -12.33], [14.21, -24.41, -14.54], [12.64, -23.66, -14.63], [14.97, -23.13, -16.47], [13.61, -24.12, -16.85], [12.14, -21.90, -16.85], [13.54, -21.68, -17.71], [14.74, -19.78, -17.46], [15.62, -20.91, -16.28], [15.21, -19.22, -15.85], [12.32, -19.25, -16.98], [12.49, -18.76, -15.30], [11.60, -20.06, -15.56], [16.43, -22.84, -12.95], [16.47, -22.63, -14.69], [16.27, -21.33, -13.70], [15.03, -19.75, -13.67]],
  "lowdin_charge": [-0.28, 1.14, -0.25, -0.61, -0.06, -0.44, -0.13, -0.15, -0.11, -0.49, -0.13, 0.00, -0.03, -0.06, -0.01, 0.08, 0.08, 0.09, 0.11, 0.11, 0.08, 0.10, 0.10, 0.10, 0.09, 0.07, 0.08, 0.09, 0.08, 0.08, 0.07, 0.06, 0.06, 0.08]
}


No. 2
{
  "formula": "C6H15O",
  "method": "ωB97M-V with the def2-TZVPD basis set",
  "total_charge": 0,
  "energy_ev": -8510.3875,
  "molar_mass_g_mol": 103.2,
  "orbital_gap_ev": [11.6, 8.6],
  "s2": 0.753,
  "spin_multiplicity": 2,
  "relative_energy_kj_mol": 71.3,
  "elements": ["H", "C", "C", "C", "C", "C", "C", "H", "H", "H", "H", "H", "H", "H", "H", "H", "H", "H", "H", "H", "O", "H"],
  "positions_angstrom": [[0.99, 0.27, -1.88], [0.03, -0.27, -1.87], [-0.67, -0.06, -0.54], [-1.00, 1.42, -0.39], [0.17, -0.54, 0.61], [0.52, -2.02, 0.46], [-0.55, -0.34, 1.94], [-0.61, 0.13, -2.66], [0.21, -1.33, -2.08], [-1.59, -0.65, -0.52], [-0.10, 2.07, -0.32], [-1.60, 1.71, -1.27], [-1.65, 1.58, 0.49], [1.08, 0.08, 0.59], [-0.38, -2.65, 0.39], [1.14, -2.21, -0.42], [1.09, -2.33, 1.34], [-1.52, -0.86, 1.96], [0.08, -0.75, 2.74], [-0.72, 0.72, 2.15], [2.08, 3.19, -0.36], [2.99, 2.86, -0.36]],
  "mulliken_spin": [0.00, 0.00, 0.00, 0.00, 0.00, 0.00, 0.00, 0.00, 0.00, 0.00, 0.00, 0.00, 0.00, 0.00, 0.00, 0.00, 0.00, 0.00, 0.00, 0.00, 1.02, -0.02]
}


No. 3
{
  "formula": "C4H5NO3",
  "method": "ωB97M-V with the def2-TZVPD basis set",
  "total_charge": 0,
  "energy_ev": -11858.0732,
  "smiles": "NC(=O)/C=C\\C(=O)O",
  "molar_mass_g_mol": 115.1,
  "orbital_gap_ev": 8.8,
  "relative_energy_kj_mol": 379.0,
  "elements": ["N", "C", "O", "C", "C", "C", "O", "O", "H", "H", "H", "H", "H"],
  "positions_angstrom": [[0.99, 1.45, 0.20], [1.71, 0.16, 0.22], [2.92, -0.02, 0.28], [0.90, -0.87, -0.31], [-0.44, -0.78, -0.42], [-1.51, 0.29, -0.07], [-1.72, 1.57, -0.40], [-2.44, -0.49, 0.75], [-0.11, 1.23, 0.05], [1.43, 2.40, 0.50], [1.43, -1.67, -0.74], [-0.83, -1.69, -0.64], [-2.32, -1.56, 0.57]],
  "lowdin_charge": [0.11, -0.50, 0.06, 0.00, 0.01, -0.28, 0.03, -0.01, 0.06, 0.15, 0.12, 0.07, 0.19]
}


No. 4
{
  "formula": "C5H8O",
  "method": "ωB97M-V with the def2-TZVPD basis set",
  "total_charge": 0,
  "energy_ev": -7359.5774,
  "smiles": "CC#CCOC",
  "molar_mass_g_mol": 84.1,
  "orbital_gap_ev": 10.5,
  "relative_energy_kj_mol": 258.4,
  "elements": ["C", "C", "C", "C", "O", "C", "H", "H", "H", "H", "H", "H", "H", "H"],
  "positions_angstrom": [[0.95, 1.56, 1.63], [-0.15, 1.15, 0.76], [-0.92, 0.73, -0.06], [-1.40, -0.11, -1.17], [-0.32, -0.86, -1.69], [0.37, -1.63, -0.73], [1.74, 2.00, 1.01], [0.66, 2.29, 2.39], [1.37, 0.68, 2.13], [-1.77, 0.49, -2.01], [-2.21, -0.78, -0.84], [0.69, -2.55, -1.22], [1.25, -1.10, -0.34], [-0.27, -1.89, 0.12]],
  "lowdin_charge": [-0.10, -0.09, -0.02, -0.24, -0.18, -0.12, 0.08, 0.07, 0.08, 0.12, 0.12, 0.09, 0.08, 0.09]
}


No. 5
{
  "formula": "C11H21BLuO3",
  "method": "ωB97M-V with the def2-TZVPD basis set",
  "total_charge": 3,
  "energy_ev": -52143.8180,
  "molar_mass_g_mol": 387.1,
  "orbital_gap_ev": 1.7,
  "elements": ["C", "C", "C", "O", "O", "C", "C", "C", "C", "C", "C", "B", "C", "O", "C", "H", "H", "H", "H", "H", "H", "H", "H", "H", "H", "H", "H", "H", "H", "H", "H", "H", "H", "H", "H", "H", "Lu"],
  "positions_angstrom": [[2.06, -2.57, 0.69], [1.43, -3.71, 0.23], [0.56, -3.62, -1.04], [1.08, -3.82, -2.03], [-0.72, -3.30, -0.95], [-0.97, -1.91, -0.56], [-1.44, -1.87, 0.91], [-0.98, -0.61, 1.66], [-1.41, 0.76, 1.03], [-0.81, 1.90, 1.90], [0.50, 2.57, 1.36], [1.45, 1.63, 0.55], [1.42, 1.74, -1.07], [0.30, 2.57, -1.51], [-0.23, 2.20, -2.70], [1.69, -2.06, 1.60], [2.96, -2.16, 0.20], [1.60, -4.66, 0.78], [-1.71, -1.53, -1.27], [-0.03, -1.31, -0.61], [-1.12, -2.79, 1.41], [-2.54, -1.91, 0.89], [-1.46, -0.64, 2.65], [0.11, -0.61, 1.88], [-2.50, 0.80, 1.16], [-1.23, 0.85, -0.05], [-0.58, 1.49, 2.90], [-1.58, 2.67, 2.01], [1.06, 2.90, 2.26], [0.27, 3.50, 0.83], [2.22, 0.87, 1.05], [2.36, 2.29, -1.31], [1.49, 0.77, -1.58], [-0.97, 1.34, -2.63], [-0.84, 3.11, -3.05], [0.59, 2.02, -3.43], [-2.04, 3.09, -4.17]],
  "lowdin_charge": [0.31, 0.25, -0.51, 0.36, 0.08, -0.10, -0.15, -0.19, -0.19, -0.16, -0.14, -0.08, -0.11, -0.19, -0.30, 0.14, 0.17, 0.21, 0.14, 0.12, 0.13, 0.14, 0.14, 0.09, 0.13, 0.09, 0.12, 0.12, 0.12, 0.11, 0.08, 0.15, 0.11, 0.09, -0.18, 0.14, 1.78]
}


No. 6
{
  "formula": "C19H20BBrClN4O7",
  "method": "ωB97M-V with the def2-TZVPD basis set",
  "total_charge": 1,
  "energy_ev": -123549.5664,
  "molar_mass_g_mol": 542.6,
  "orbital_gap_ev": 7.1,
  "relative_energy_kj_mol": 19.7,
  "elements": ["C", "C", "O", "C", "N", "N", "Cl", "C", "C", "B", "O", "O", "C", "C", "Br", "H", "H", "H", "H", "H", "H", "H", "H", "H", "H", "C", "C", "C", "C", "C", "C", "N", "O", "O", "H", "H", "H", "H", "H", "C", "C", "C", "C", "C", "C", "N", "O", "O", "H", "H", "H", "H", "H"],
  "positions_angstrom": [[4.25, -0.98, 1.20], [2.96, -1.24, 0.42], [2.10, -0.05, 0.41], [0.88, -0.22, 0.88], [0.62, 0.39, 2.01], [-0.59, 0.28, 2.48], [-0.88, 1.12, 3.94], [-1.59, -0.40, 1.94], [-1.37, -1.07, 0.74], [-2.53, -1.92, 0.04], [-3.62, -1.29, -0.46], [-2.44, -3.27, -0.07], [-1.59, -4.01, 0.82], [-0.11, -0.96, 0.18], [0.29, -1.71, -1.46], [4.27, -1.61, 2.07], [5.08, -1.29, 0.58], [4.35, 0.06, 1.49], [2.44, -2.10, 0.83], [3.18, -1.48, -0.61], [-2.56, -0.41, 2.41], [-4.31, -1.94, -0.63], [-1.85, -5.05, 0.71], [-0.54, -3.90, 0.55], [-1.77, -3.74, 1.85], [-1.41, -3.48, -7.81], [-0.78, -2.28, -7.48], [0.00, -2.20, -6.34], [0.14, -3.33, -5.55], [-0.48, -4.53, -5.86], [-1.26, -4.59, -7.00], [0.98, -3.26, -4.35], [1.49, -2.18, -4.07], [1.11, -4.26, -3.68], [-2.01, -3.54, -8.70], [-0.90, -1.41, -8.11], [0.49, -1.28, -6.07], [-0.36, -5.39, -5.22], [-1.75, -5.52, -7.26], [0.26, 4.13, 4.76], [-0.03, 4.72, 3.54], [-0.22, 6.09, 3.46], [-0.11, 6.84, 4.61], [0.16, 6.27, 5.84], [0.35, 4.90, 5.91], [-0.30, 8.30, 4.52], [-0.57, 8.77, 3.44], [-0.18, 8.94, 5.55], [0.42, 3.06, 4.81], [-0.10, 4.12, 2.64], [-0.44, 6.56, 2.51], [0.24, 6.88, 6.72], [0.57, 4.44, 6.86]],
  "lowdin_charge": [-0.04, -0.21, -0.02, -0.36, 0.19, -0.47, 0.89, -0.02, -0.05, -0.68, 0.23, 0.05, -0.04, -0.48, 1.12, 0.08, 0.08, 0.09, 0.12, 0.11, 0.15, 0.13, 0.10, 0.08, 0.10, -0.06, -0.06, 0.00, -0.15, 0.00, -0.06, -0.36, -0.03, 0.07, 0.11, 0.11, 0.12, 0.12, 0.11, -0.12, -0.08, 0.00, -0.14, 0.01, -0.06, -0.35, 0.09, 0.09, 0.03, 0.10, 0.12, 0.12, 0.11]
}